# 1
47
Properties=species:S:1:pos:R:3 method="wB97M-V/def2-TZVPD" energy_ha=-1744.5619 e_lumo_ha="-0.2767 / -0.3700" homo_ev="-15.01 / -14.41" charge=+2
Y 0.298 -0.051 0.259
Cl 2.964 -0.569 0.097
P -0.023 -0.024 -2.519
C -0.681 1.555 -3.134
C -1.904 1.552 -3.827
C -2.353 2.752 -4.373
C -1.641 3.934 -4.131
C -0.491 3.946 -3.330
C -0.020 2.756 -2.780
C 1.655 -0.225 -3.194
C 2.358 -1.410 -2.880
C 3.639 -1.584 -3.389
C 4.220 -0.572 -4.167
C 3.552 0.637 -4.404
C 2.276 0.833 -3.880
C -0.997 -1.403 -3.166
C -1.558 -2.373 -2.303
C -2.363 -3.349 -2.882
C -2.547 -3.363 -4.270
C -1.950 -2.415 -5.112
C -1.146 -1.420 -4.560
H 1.923 -2.166 -2.215
H 4.170 -2.515 -3.188
H 5.203 -0.722 -4.603
H 3.983 1.436 -5.007
H 1.741 1.772 -4.046
H -2.436 0.610 -4.005
H -3.252 2.718 -4.986
H -2.012 4.859 -4.560
H 0.063 4.868 -3.160
H 0.897 2.744 -2.170
H -1.412 -2.326 -1.211
H -2.836 -4.095 -2.244
H -3.161 -4.136 -4.716
H -2.089 -2.406 -6.191
H -0.686 -0.623 -5.163
H -1.422 1.062 -0.107
H -1.752 -0.344 0.000
C -1.567 1.097 2.788
C -0.364 0.342 3.224
N -0.019 0.205 4.517
O 0.478 -0.270 2.442
H -2.129 1.470 3.668
H -2.244 0.466 2.187
H -1.313 1.978 2.168
H 0.851 -0.335 4.598
H -0.583 0.586 5.235



# 2
49
Properties=species:S:1:pos:R:3 method="wB97M-V/def2-TZVPD" smiles="CCOC(=O)C1(Cc2cccc(F)c2)CCN(C(=O)c2cnccn2)CC1" energy_ha=-1265.2101 e_lumo_ha=0.0036 de_lowest_kcal_mol=30.9 homo_ev=-9.23
C 4.048 3.659 0.639
C 3.971 2.298 -0.037
O 2.778 1.602 0.329
C 1.679 1.862 -0.376
O 1.630 2.654 -1.282
C 0.491 1.008 0.069
C 0.514 -0.255 -0.836
C 1.836 -0.967 -0.809
C 2.843 -0.610 -1.699
C 4.081 -1.226 -1.659
C 4.340 -2.219 -0.731
C 3.326 -2.580 0.137
F 3.557 -3.554 1.043
C 2.083 -1.976 0.113
C 0.617 0.644 1.553
C -0.581 -0.172 2.050
N -1.802 0.207 1.361
C -2.607 -0.772 0.904
O -2.379 -1.955 1.114
C -3.827 -0.408 0.114
C -4.265 -1.301 -0.868
N -5.370 -1.091 -1.559
C -6.065 0.000 -1.273
C -5.639 0.892 -0.298
N -4.527 0.689 0.390
C -1.823 1.592 0.961
C -0.810 1.809 -0.169
H 3.233 4.291 0.294
H 3.977 3.547 1.718
H 4.992 4.136 0.392
H 4.786 1.647 0.286
H 3.994 2.413 -1.125
H -0.280 -0.931 -0.520
H 0.308 0.066 -1.860
H 2.653 0.161 -2.432
H 4.851 -0.933 -2.357
H 5.296 -2.713 -0.678
H 1.320 -2.310 0.798
H 0.702 1.570 2.124
H 1.532 0.076 1.718
H -0.438 -1.242 1.886
H -0.713 -0.016 3.127
H -3.706 -2.199 -1.090
H -6.974 0.154 -1.837
H -6.194 1.787 -0.051
H -2.825 1.874 0.643
H -1.561 2.193 1.836
H -0.578 2.872 -0.250
H -1.256 1.504 -1.117



# 3
60
Properties=species:S:1:pos:R:3 method="wB97M-V/def2-TZVPD" energy_ha=-3224.8486 e_lumo_ha=-0.1908 de_lowest_kcal_mol=0.0 homo_ev=-13.28 charge=+2
Ir -0.533 0.068 0.221
N 1.856 0.835 -2.086
C 2.292 0.492 -0.866
N 1.493 0.188 0.138
C 2.200 -0.127 1.303
C 3.535 -0.060 1.169
S 3.958 0.409 -0.441
C 1.344 -0.472 2.433
C 1.621 -0.819 3.701
S 0.157 -1.107 4.576
C -0.769 -0.737 3.167
N -0.016 -0.420 2.136
N -2.105 -0.774 3.129
H 0.869 0.830 -2.289
H 2.497 1.096 -2.815
H 4.298 -0.251 1.905
H 2.578 -0.920 4.183
H -2.639 -1.032 3.939
H -2.591 -0.604 2.262
N -6.099 -2.284 -4.895
C -5.360 -1.611 -3.993
C -4.668 -2.298 -2.972
C -3.919 -1.608 -2.053
C -3.845 -0.215 -2.128
C -4.528 0.487 -3.131
C -5.268 -0.203 -4.052
S -2.942 0.689 -0.997
O -3.577 1.923 -0.669
O -2.607 -0.216 0.175
N -1.375 0.970 -1.542
C -1.035 2.276 -1.048
N -0.572 2.133 0.213
C -0.252 3.225 0.903
C -0.392 4.461 0.299
C -0.838 4.494 -1.016
N -1.163 3.391 -1.704
H -6.223 -3.278 -4.828
H -6.637 -1.798 -5.590
H -4.753 -3.375 -2.904
H -3.416 -2.138 -1.253
H -4.482 1.568 -3.169
H -5.804 0.333 -4.824
H 0.113 3.095 1.914
H -0.152 5.369 0.831
H -0.944 5.434 -1.542
C 1.121 -5.611 1.604
C -0.337 -5.282 1.274
C -0.441 -4.079 0.394
N -0.458 -2.870 0.822
N -0.491 -1.949 -0.198
C -0.508 -2.481 -1.403
N -0.523 -1.778 -2.551
S -0.471 -4.200 -1.347
H 1.170 -6.491 2.242
H 1.592 -4.779 2.128
H 1.695 -5.819 0.701
H -0.899 -5.070 2.183
H -0.817 -6.132 0.786
H -0.825 -0.811 -2.522
H -0.681 -2.271 -3.415



Repeat the first record exactly.
47
Properties=species:S:1:pos:R:3 method="wB97M-V/def2-TZVPD" energy_ha=-1744.5619 e_lumo_ha="-0.2767 / -0.3700" homo_ev="-15.01 / -14.41" charge=+2
Y 0.298 -0.051 0.259
Cl 2.964 -0.569 0.097
P -0.023 -0.024 -2.519
C -0.681 1.555 -3.134
C -1.904 1.552 -3.827
C -2.353 2.752 -4.373
C -1.641 3.934 -4.131
C -0.491 3.946 -3.330
C -0.020 2.756 -2.780
C 1.655 -0.225 -3.194
C 2.358 -1.410 -2.880
C 3.639 -1.584 -3.389
C 4.220 -0.572 -4.167
C 3.552 0.637 -4.404
C 2.276 0.833 -3.880
C -0.997 -1.403 -3.166
C -1.558 -2.373 -2.303
C -2.363 -3.349 -2.882
C -2.547 -3.363 -4.270
C -1.950 -2.415 -5.112
C -1.146 -1.420 -4.560
H 1.923 -2.166 -2.215
H 4.170 -2.515 -3.188
H 5.203 -0.722 -4.603
H 3.983 1.436 -5.007
H 1.741 1.772 -4.046
H -2.436 0.610 -4.005
H -3.252 2.718 -4.986
H -2.012 4.859 -4.560
H 0.063 4.868 -3.160
H 0.897 2.744 -2.170
H -1.412 -2.326 -1.211
H -2.836 -4.095 -2.244
H -3.161 -4.136 -4.716
H -2.089 -2.406 -6.191
H -0.686 -0.623 -5.163
H -1.422 1.062 -0.107
H -1.752 -0.344 0.000
C -1.567 1.097 2.788
C -0.364 0.342 3.224
N -0.019 0.205 4.517
O 0.478 -0.270 2.442
H -2.129 1.470 3.668
H -2.244 0.466 2.187
H -1.313 1.978 2.168
H 0.851 -0.335 4.598
H -0.583 0.586 5.235